Computed, not measured: a structure of composition C2H2O2, with ωB97M-V with the def2-TZVPD basis set.

Geometry as XYZ:
```
6
Properties=species:S:1:pos:R:3:mulliken_charge:R:1
O 1.53 -0.68 -0.70 -0.4127
C 0.87 -0.14 0.13 0.3486
C -1.00 0.45 -0.24 -0.3107
O -0.50 -0.57 0.39 -0.1550
H 1.13 0.67 0.81 0.3481
H -2.07 0.25 -0.40 0.1818
```

E_HOMO ... -9.543 eV
Orbital gap ... 0.352 Ha
2S+1 ... 1
Largest force on an atom ... 0.942 eV/Å
ΔE to the lowest compared entry with this formula, charge and spin ... 242.0 kJ/mol
E ... -227.75562 Eh
Total charge ... 0